This record from the Open Molecules 2025 dataset describes C3H4HoLiO4 as an isolated structure in a non-equilibrium geometry. The level of theory is the ωB97M-V functional and the def2-TZVPD basis.

Structure (ORCA input):
```
! RIJCOSX wB97M-V def2-TZVPD def2/J DEFGRID3
* xyz 2 5
H -4.248 1.263 1.530
C -3.489 0.500 1.335
C -3.645 -0.863 1.818
O -3.896 -0.518 0.450
H -2.742 -1.459 1.982
H -4.526 -1.144 2.401
O -2.218 0.989 1.158
H -2.219 1.974 1.054
O -1.356 4.002 -0.355
C -1.925 3.868 -1.356
Ho -3.806 7.045 -6.805
Li -3.049 5.071 -3.942
O -2.485 4.051 -2.364
*
```

Output
E_tot: -1372.53530 a.u.
Gap between HOMO and LUMO (alpha / beta): 5.185 / 3.979 eV
Energy above the lowest of the compared OMol25 structures with the same formula, charge and spin: 0.000 eV
Expectation value of S²: 6.00

Results of the Löwdin charge analysis, in e, for atoms 1 through 8: H 0.153; C -0.424; C -0.074; O -0.018; H 0.126; H 0.119; O 0.023; H 0.091

***

This record from the Open Molecules 2025 dataset describes C48H52IrN5OP2Si2 as an isolated structure in a non-equilibrium geometry. The level of theory is the ωB97M-V functional and the def2-TZVPD basis.

Structure (ORCA input):
```
! RIJCOSX wB97M-V def2-TZVPD def2/J DEFGRID3
* xyz 1 6
Ir -0.659 0.283 0.015
C 0.513 -0.330 5.181
Si -0.663 -0.149 3.715
C -1.551 1.504 3.837
C -1.861 -1.604 3.662
N 0.167 -0.203 2.174
P 1.715 0.006 1.776
C 1.448 -0.046 0.066
P 1.931 0.048 -1.599
N 0.477 -0.016 -2.256
Si 0.010 0.143 -3.929
C -1.213 1.578 -4.062
C 1.415 0.501 -5.145
C -0.766 -1.531 -4.365
C 2.809 1.570 -2.022
C 2.001 2.703 -2.150
C 2.552 3.894 -2.590
C 3.903 3.956 -2.910
C 4.709 2.837 -2.757
C 4.170 1.643 -2.302
C 2.919 -1.376 -2.117
C 3.524 -1.399 -3.371
C 4.058 -2.581 -3.860
C 3.983 -3.744 -3.105
C 3.401 -3.719 -1.845
C 2.871 -2.538 -1.351
C 2.757 -1.332 2.407
C 4.136 -1.206 2.553
C 4.873 -2.268 3.055
C 4.241 -3.456 3.399
C 2.869 -3.591 3.233
C 2.127 -2.530 2.739
C 2.434 1.565 2.333
C 3.063 1.676 3.573
C 3.506 2.915 4.006
C 3.335 4.037 3.204
C 2.708 3.926 1.971
C 2.250 2.694 1.536
H -0.046 -0.673 6.054
H 0.968 0.628 5.437
H 1.311 -1.052 4.996
H -2.204 1.539 4.712
H -2.163 1.667 2.948
H -0.831 2.322 3.916
H -2.643 -1.496 4.418
H -1.344 -2.547 3.859
H -2.346 -1.672 2.685
H -0.775 2.398 -4.636
H -1.474 1.962 -3.080
H -2.136 1.287 -4.570
H 2.186 1.140 -4.708
H 1.016 1.027 -6.015
H 1.885 -0.416 -5.505
H -1.279 -1.964 -3.503
H 0.006 -2.240 -4.675
H -1.485 -1.442 -5.183
H 0.943 2.632 -1.918
H 1.926 4.771 -2.697
H 4.332 4.879 -3.278
H 5.762 2.891 -3.001
H 4.807 0.777 -2.171
H 3.568 -0.498 -3.968
H 4.532 -2.592 -4.832
H 4.382 -4.669 -3.498
H 3.360 -4.619 -1.246
H 2.428 -2.506 -0.361
H 4.631 -0.283 2.281
H 5.943 -2.167 3.181
H 4.821 -4.277 3.798
H 2.380 -4.520 3.497
H 1.050 -2.605 2.635
H 3.202 0.802 4.195
H 3.987 3.007 4.971
H 3.693 4.999 3.544
H 2.575 4.802 1.349
H 1.742 2.600 0.582
C -2.781 3.446 0.826
C -2.334 2.245 0.020
O -0.976 2.248 -0.306
N -3.205 1.890 -1.129
C -3.247 -0.573 -1.583
C -2.587 -1.809 -1.042
C -3.137 -3.065 -1.269
C -2.457 -4.202 -0.870
C -1.233 -4.066 -0.232
C -0.749 -2.794 -0.018
N -1.406 -1.697 -0.410
H -2.896 4.312 0.171
H -2.026 3.678 1.577
H -3.725 3.233 1.326
H -3.945 2.540 -1.359
H -2.559 -0.141 -2.314
H -4.156 -0.858 -2.112
H -4.089 -3.148 -1.775
H -2.873 -5.183 -1.062
H -0.664 -4.926 0.088
H 0.200 -2.630 0.475
N -9.981 -0.270 1.867
C -8.916 -0.091 1.474
C -7.589 0.106 0.973
C -6.704 -0.972 0.937
C -5.426 -0.801 0.446
C -4.997 0.437 -0.035
C -5.886 1.505 0.016
C -7.171 1.348 0.510
C -3.579 0.574 -0.577
C -2.560 0.816 0.535
H -7.030 -1.941 1.292
H -4.745 -1.642 0.444
H -5.597 2.488 -0.328
H -7.851 2.189 0.531
*
```

Output
E_tot: -3575.06428 a.u.
Gap between HOMO and LUMO (alpha / beta): 7.855 / 6.178 eV
Energy above the lowest of the compared OMol25 structures with the same formula, charge and spin: 0.496 eV
Expectation value of S²: 8.77

Results of the Löwdin charge analysis, in e, for atoms 1 through 8: Ir 1.459; C -0.161; Si 0.371; C -0.157; C -0.168; N -0.315; P 0.737; C -0.403

***

This record from the Open Molecules 2025 dataset describes C4H5NOS in the gas phase in a non-equilibrium geometry. The level of theory is the ωB97M-V functional and the def2-TZVPD basis.

Structure (ORCA input):
```
! RIJCOSX wB97M-V def2-TZVPD def2/J DEFGRID3
* xyz 0 1
O -0.126 -1.207 -1.174
C -0.127 0.011 -0.818
C -0.015 1.168 -1.667
S -0.005 2.799 -1.367
C -0.155 0.224 0.574
C 0.758 -0.703 1.276
N -0.858 -0.783 1.382
H -0.384 0.971 -2.695
H -0.485 1.326 0.689
H 1.167 -1.607 0.686
H 1.213 -0.548 2.387
H -0.986 -1.649 0.729
*
```

Output
SMILES: O=C(C=S)[C@@H]1CN1
E_tot: -683.45637 a.u.
Gap between HOMO and LUMO: 7.327 eV
Energy above the lowest of the compared OMol25 structures with the same formula, charge and spin: 4.124 eV

Results of the Löwdin charge analysis, in e, for atoms 1 through 8: O 0.047; C -0.458; C -0.513; S 0.761; C -0.398; C -0.058; N 0.044; H 0.066

***

This record from the Open Molecules 2025 dataset describes C7H11N in the gas phase in a non-equilibrium geometry. The level of theory is the ωB97M-V functional and the def2-TZVPD basis.

Structure (ORCA input):
```
! RIJCOSX wB97M-V def2-TZVPD def2/J DEFGRID3
* xyz 0 1
C 0.784 -2.074 -1.084
C -0.043 -1.098 -0.466
C -1.435 -1.198 -0.429
N -1.855 -0.017 0.237
C -0.735 0.774 0.529
C -1.005 2.128 1.091
C 0.425 0.220 -0.024
C 1.954 0.527 0.007
H 1.534 -2.656 -0.512
H 1.435 -1.629 -1.938
H 0.098 -2.857 -1.561
H -2.205 -1.886 -0.522
H -2.750 0.217 0.507
H 0.015 2.471 1.570
H -1.570 2.121 1.917
H -1.408 2.885 0.289
H 1.966 1.593 -0.374
H 2.089 0.667 1.116
H 2.705 -0.186 -0.353
*
```

Output
SMILES: Cc1c[nH]c(C)c1C
E_tot: -328.01987 a.u.
Gap between HOMO and LUMO: 8.707 eV
Energy above the lowest of the compared OMol25 structures with the same formula, charge and spin: 1.853 eV

Results of the Löwdin charge analysis, in e, for atoms 1 through 8: C -0.117; C -0.312; C -0.035; N 0.051; C -0.294; C -0.046; C -0.163; C -0.039

***

This record from the Open Molecules 2025 dataset describes C19H28EuNO4 as an isolated structure in a non-equilibrium geometry. The level of theory is the ωB97M-V functional and the def2-TZVPD basis.

Structure (ORCA input):
```
! RIJCOSX wB97M-V def2-TZVPD def2/J DEFGRID3
* xyz -1 8
O -0.339 -2.602 -4.547
C -1.639 -3.187 -5.060
C -0.959 -4.396 -5.678
H -2.091 -2.476 -5.766
H -2.286 -3.429 -4.218
C 0.355 -3.763 -5.172
H -1.058 -4.459 -6.766
H -1.200 -5.341 -5.170
C 1.268 -3.266 -6.283
H 0.727 -2.571 -6.946
H 1.634 -4.104 -6.894
H 2.139 -2.748 -5.854
C 1.035 -4.574 -4.102
H 0.314 -4.785 -3.308
H 1.895 -4.032 -3.692
H 1.388 -5.521 -4.520
Eu 0.249 -0.746 -3.632
C 0.667 -0.671 1.180
C -0.703 -0.530 0.807
C -1.336 -1.787 1.012
H -1.205 0.408 0.595
C -0.345 -2.725 1.401
C 0.912 -2.031 1.479
H 1.877 -2.462 1.714
H 1.392 0.135 1.213
H -2.405 -1.967 0.911
H -0.512 -3.777 1.597
C 1.812 0.902 -1.590
C 2.554 -0.305 -1.599
C 2.991 -0.558 -2.928
H 2.780 -0.907 -0.718
C 2.579 0.553 -3.740
C 1.826 1.446 -2.909
H 1.345 2.382 -3.207
H 1.368 1.372 -0.713
H 3.591 -1.414 -3.242
H 2.797 0.692 -4.803
O -2.499 -4.763 -2.449
C -1.665 -4.971 -1.292
C -2.584 -5.210 -0.076
H -1.090 -4.031 -1.115
H -0.961 -5.803 -1.480
C -4.013 -5.155 -0.646
H -2.466 -4.367 0.599
H -2.356 -6.132 0.470
C -3.770 -4.299 -1.892
H -4.743 -4.702 0.022
H -4.339 -6.161 -0.935
H -3.638 -3.239 -1.563
H -4.562 -4.365 -2.659
O -0.628 -0.268 -1.444
N -1.872 -0.441 -1.731
O -2.111 -0.478 -2.984
*
```

Output
E_tot: -1806.63826 a.u.
Gap between HOMO and LUMO (alpha / beta): 3.659 / 3.603 eV
Energy above the lowest of the compared OMol25 structures with the same formula, charge and spin: 2.897 eV
Expectation value of S²: 15.76

Results of the Löwdin charge analysis, in e, for atoms 1 through 8: O -0.346; C -0.088; C -0.072; H 0.127; H 0.099; C -0.549; H 0.114; H 0.123

***

This record from the Open Molecules 2025 dataset describes a 2-piece molecular cluster, C2H7N2S3 overall in a non-equilibrium geometry. The level of theory is the ωB97M-V functional and the def2-TZVPD basis.

Structure (ORCA input):
```
! RIJCOSX wB97M-V def2-TZVPD def2/J DEFGRID3
* xyz 1 1
C 0.419 -0.209 0.278
C -1.650 0.897 0.754
N 1.240 -1.120 -0.019
N -0.825 -0.157 0.082
S 3.635 0.425 -0.550
S 2.978 -1.133 0.573
S -1.583 -1.548 -0.704
H -2.225 0.409 1.508
H -2.189 1.315 -0.029
H -1.089 1.532 1.413
H 1.038 -1.787 -0.758
H 4.541 0.072 -1.457
H 0.507 0.793 1.321
H -1.905 -2.303 0.334
*
```

Output
E_tot: -1384.11327 a.u.
Gap between HOMO and LUMO: 9.481 eV
Energy above the lowest of the compared OMol25 structures with the same formula, charge and spin: 2.007 eV

Results of the Löwdin charge analysis, in e, for atoms 1 through 8: C -0.376; C -0.030; N -0.297; N -0.451; S 0.373; S 0.536; S 0.908; H 0.093

***

Please write out number 5 again, unchanged.
This record from the Open Molecules 2025 dataset describes C19H28EuNO4 as an isolated structure in a non-equilibrium geometry. The level of theory is the ωB97M-V functional and the def2-TZVPD basis.

Structure (ORCA input):
```
! RIJCOSX wB97M-V def2-TZVPD def2/J DEFGRID3
* xyz -1 8
O -0.339 -2.602 -4.547
C -1.639 -3.187 -5.060
C -0.959 -4.396 -5.678
H -2.091 -2.476 -5.766
H -2.286 -3.429 -4.218
C 0.355 -3.763 -5.172
H -1.058 -4.459 -6.766
H -1.200 -5.341 -5.170
C 1.268 -3.266 -6.283
H 0.727 -2.571 -6.946
H 1.634 -4.104 -6.894
H 2.139 -2.748 -5.854
C 1.035 -4.574 -4.102
H 0.314 -4.785 -3.308
H 1.895 -4.032 -3.692
H 1.388 -5.521 -4.520
Eu 0.249 -0.746 -3.632
C 0.667 -0.671 1.180
C -0.703 -0.530 0.807
C -1.336 -1.787 1.012
H -1.205 0.408 0.595
C -0.345 -2.725 1.401
C 0.912 -2.031 1.479
H 1.877 -2.462 1.714
H 1.392 0.135 1.213
H -2.405 -1.967 0.911
H -0.512 -3.777 1.597
C 1.812 0.902 -1.590
C 2.554 -0.305 -1.599
C 2.991 -0.558 -2.928
H 2.780 -0.907 -0.718
C 2.579 0.553 -3.740
C 1.826 1.446 -2.909
H 1.345 2.382 -3.207
H 1.368 1.372 -0.713
H 3.591 -1.414 -3.242
H 2.797 0.692 -4.803
O -2.499 -4.763 -2.449
C -1.665 -4.971 -1.292
C -2.584 -5.210 -0.076
H -1.090 -4.031 -1.115
H -0.961 -5.803 -1.480
C -4.013 -5.155 -0.646
H -2.466 -4.367 0.599
H -2.356 -6.132 0.470
C -3.770 -4.299 -1.892
H -4.743 -4.702 0.022
H -4.339 -6.161 -0.935
H -3.638 -3.239 -1.563
H -4.562 -4.365 -2.659
O -0.628 -0.268 -1.444
N -1.872 -0.441 -1.731
O -2.111 -0.478 -2.984
*
```

Output
E_tot: -1806.63826 a.u.
Gap between HOMO and LUMO (alpha / beta): 3.659 / 3.603 eV
Energy above the lowest of the compared OMol25 structures with the same formula, charge and spin: 2.897 eV
Expectation value of S²: 15.76

Results of the Löwdin charge analysis, in e, for atoms 1 through 8: O -0.346; C -0.088; C -0.072; H 0.127; H 0.099; C -0.549; H 0.114; H 0.123